The following is a quantum chemistry calculation of 2 unconnected molecules or ions with the total composition C27H25FNO at a distorted geometry, from OMol25.

Output
orbital gap	0.177	hartree
energy above the lowest of the compared OMol25 structures with the same formula, charge and spin	22.9	kcal per mole
highest occupied orbital energy	-10.77	eV
spin multiplicity	1
E_LUMO	-5.95	eV
total charge	+1
molar mass	398.50	Da

Positions of all 55 atoms, in Å:
C -1.13 -0.47 -2.79
C -2.15 -0.81 -1.74
N -2.29 0.15 -0.74
C -3.41 0.29 0.05
C -3.21 1.14 1.29
C -3.14 0.59 2.53
C -2.84 1.42 3.73
C -1.96 2.63 3.34
C -2.54 3.36 2.17
C -2.53 4.75 2.08
C -3.12 5.39 1.00
C -3.63 4.64 -0.07
C -3.58 3.25 -0.02
C -3.10 2.59 1.12
C -4.60 -0.24 -0.33
O -2.78 -1.86 -1.75
H -0.12 -0.64 -2.41
H -1.30 -1.12 -3.65
H -1.24 0.58 -3.11
H -1.54 0.83 -0.67
H -3.34 -0.47 2.66
H -3.77 1.80 4.19
H -2.34 0.81 4.50
H -1.83 3.31 4.18
H -0.96 2.24 3.07
H -2.08 5.32 2.90
H -3.15 6.48 0.96
H -4.08 5.13 -0.94
H -3.91 2.65 -0.85
H -5.50 0.07 0.19
H -4.62 -1.14 -0.95
F -4.44 2.61 -7.64
C -4.02 2.80 -6.34
C -3.26 3.93 -6.04
C -2.82 4.07 -4.72
C -3.18 3.16 -3.74
C -4.07 2.08 -4.02
C -4.69 1.35 -2.97
C -5.45 0.16 -3.15
C -6.63 -0.01 -2.38
C -7.31 -1.21 -2.39
C -6.81 -2.30 -3.12
C -5.64 -2.15 -3.88
C -5.00 -0.92 -3.97
C -4.41 1.86 -5.39
H -3.01 4.64 -6.82
H -2.20 4.94 -4.46
H -2.79 3.26 -2.72
H -4.84 1.87 -2.02
H -6.95 0.83 -1.76
H -8.23 -1.30 -1.80
H -7.33 -3.25 -3.09
H -5.22 -3.01 -4.41
H -4.12 -0.78 -4.60
H -5.01 1.00 -5.68



The following is a quantum chemistry calculation of a molecular structure, C27H25FeNO6 at a distorted geometry, from OMol25.

Output
orbital gap (spin up / spin down)	0.277 / 0.251	hartree
energy above the lowest of the compared OMol25 structures with the same formula, charge and spin	6.3	kcal per mole
highest occupied orbital energy (spin up / spin down)	-7.21 / -8.55	eV
<S²>	6.13
spin multiplicity	5
E_LUMO (spin up / spin down)	0.32 / -1.72	eV
molar mass	515.34	Da

Positions of all 60 atoms, in Å:
C -3.32 0.25 2.50
O -2.28 0.47 1.50
C -1.12 -0.30 1.54
C -0.60 -0.86 2.73
C 0.11 -2.21 2.67
C 0.32 -2.85 1.27
C 0.07 -2.05 0.17
C -0.56 -0.79 0.30
Fe -0.09 1.58 3.25
C 1.26 1.41 4.35
O 2.10 1.21 5.14
C -0.18 3.27 3.44
O -0.20 4.43 3.50
C 1.13 1.67 1.92
O 1.88 1.85 1.05
H -3.87 1.20 2.55
H -4.02 -0.56 2.20
H -2.96 0.02 3.52
H -1.10 -0.65 3.69
H 1.10 -2.09 3.23
H -0.43 -2.97 3.32
H 0.67 -3.88 1.33
H 0.54 -2.22 -0.80
H -0.55 -0.08 -0.51
C 1.43 -2.05 -3.54
C 2.54 -2.81 -2.85
O 2.92 -2.08 -1.63
C 2.94 -2.62 -0.41
C 2.13 -3.90 -0.23
N 2.73 -4.77 0.53
C 2.47 -6.01 0.88
C 3.46 -6.58 1.78
C 3.25 -7.79 2.46
C 4.21 -8.25 3.35
C 5.37 -7.50 3.57
C 5.57 -6.25 2.95
C 4.60 -5.79 2.06
C 1.33 -6.76 0.32
C 1.48 -8.11 -0.06
C 0.42 -8.80 -0.66
C -0.79 -8.13 -0.90
C -0.96 -6.79 -0.52
C 0.11 -6.11 0.05
O 3.56 -2.11 0.51
H 1.20 -2.52 -4.51
H 0.48 -2.04 -2.96
H 1.76 -1.02 -3.71
H 2.25 -3.85 -2.65
H 3.46 -2.79 -3.44
H 1.33 -4.18 -0.92
H 2.32 -8.32 2.29
H 4.05 -9.20 3.86
H 6.14 -7.87 4.27
H 6.46 -5.65 3.13
H 4.69 -4.80 1.60
H 2.42 -8.63 0.14
H 0.54 -9.85 -0.94
H -1.63 -8.66 -1.36
H -1.91 -6.26 -0.66
H -0.04 -5.07 0.38



The following is a quantum chemistry calculation of a molecular structure, C27H25MoN2O at a distorted geometry, from OMol25.

Output
orbital gap (spin up / spin down)	0.231 / 0.211	hartree
highest occupied orbital energy (spin up / spin down)	-17.16 / -17.60	eV
<S²>	2.06
spin multiplicity	3
E_LUMO (spin up / spin down)	-10.88 / -11.88	eV
total charge	+3
molar mass	489.45	Da

Positions of all 56 atoms, in Å:
Mo 1.22 1.37 0.05
C 2.86 1.45 3.17
C 2.32 2.20 1.99
C 3.13 2.59 0.92
C 2.59 3.21 -0.22
C 1.25 3.69 -0.19
C 0.49 3.49 0.97
C 0.95 2.64 1.98
H 3.31 2.16 3.87
H 3.64 0.74 2.87
H 2.08 0.91 3.70
H 4.19 2.35 0.94
H 3.22 3.46 -1.06
H 0.88 4.30 -1.00
H -0.49 3.94 1.05
H 0.35 2.47 2.86
N -6.07 1.42 0.20
C -5.18 1.69 -0.78
O -5.46 2.00 -1.92
C -3.69 1.59 -0.45
C -2.84 2.05 -1.45
C -1.48 1.98 -1.27
N -0.93 1.46 -0.14
C -1.75 1.01 0.83
C -3.12 1.07 0.71
H -7.05 1.52 -0.03
H -5.83 1.25 1.15
H -3.27 2.46 -2.36
H -0.80 2.33 -2.03
H -1.29 0.59 1.71
H -3.72 0.70 1.54
C -2.11 -4.96 -0.47
C -2.73 -4.04 -1.33
C -2.19 -2.79 -1.47
C -0.98 -2.44 -0.80
C -0.39 -3.39 0.10
C -0.95 -4.62 0.26
C -0.48 -1.16 -1.03
C 0.77 -0.56 -0.78
C 2.04 -1.22 -0.79
C 2.38 -2.54 -1.16
C 3.69 -2.96 -1.02
C 4.68 -2.09 -0.54
C 4.39 -0.75 -0.25
C 3.09 -0.36 -0.40
H -2.55 -5.94 -0.34
H -3.63 -4.32 -1.87
H -2.66 -2.07 -2.13
H 0.48 -3.11 0.68
H -0.52 -5.34 0.94
H -1.22 -0.51 -1.50
H 1.64 -3.21 -1.58
H 3.96 -3.97 -1.30
H 5.70 -2.45 -0.43
H 5.18 -0.07 0.04
H 2.88 0.72 -0.44